Entry 1:
# C23H34N2O5

One molecule with the formula C23H34N2O5 (ωB97M-V/def2-TZVPD, OMol25).

```
! RIJCOSX wB97M-V def2-TZVPD def2/J DEFGRID3
* xyz 0 1
C 4.17018 -0.86092 -0.38869
O 4.09465 -1.42108 0.89807
C 5.33299 -1.94474 1.33460
C 5.16591 -2.64045 2.68553
C 4.33837 -3.90787 2.50914
O 4.87253 -4.93936 2.14360
N 3.01616 -3.84560 2.77763
C 2.27213 -2.64726 3.11625
C 0.85467 -2.72471 2.54282
C 0.93774 -3.37215 1.15599
O -0.29771 -3.32812 0.46545
C -0.68571 -2.18638 -0.16047
C 0.01873 -0.98564 -0.17016
C -0.48800 0.10812 -0.85104
C -1.69723 0.03282 -1.52819
C -2.19974 1.18392 -2.34282
O -2.22608 1.12199 -3.55848
N -2.59471 2.28727 -1.65971
C -2.72468 2.35840 -0.22209
C -4.17421 2.64595 0.17168
C -4.64199 3.94023 -0.48468
C -4.48699 3.82664 -1.99830
C -3.06125 3.44407 -2.40425
C -2.08019 4.61789 -2.26941
O -2.46174 5.61440 -3.18644
C -1.58298 6.70735 -3.20775
C -2.39019 -1.17373 -1.53323
C -1.89800 -2.26431 -0.85074
C 1.31468 -4.84997 1.32620
C 2.20207 -5.02568 2.56633
H 3.17875 -0.48355 -0.63210
H 4.89155 -0.03523 -0.41863
H 4.46540 -1.61266 -1.13019
H 6.06781 -1.12837 1.41971
H 5.71034 -2.67170 0.60051
H 6.15588 -2.95594 3.01756
H 4.74453 -1.95856 3.42029
H 2.77165 -1.78414 2.67742
H 2.23035 -2.52600 4.20737
H 0.19399 -3.32239 3.17231
H 0.43088 -1.72222 2.47783
H 1.71512 -2.86222 0.57168
H 0.96237 -0.88669 0.34275
H 0.07106 1.03331 -0.85743
H -2.40047 1.41189 0.21212
H -2.07580 3.15464 0.16215
H -4.24582 2.71444 1.25830
H -4.80368 1.81833 -0.16155
H -4.05196 4.77672 -0.10579
H -5.68689 4.13278 -0.23538
H -4.73409 4.76930 -2.48574
H -5.16861 3.05838 -2.36871
H -3.05850 3.15375 -3.46071
H -2.08008 5.03144 -1.24873
H -1.06168 4.26111 -2.49196
H -0.56995 6.39930 -3.49567
H -1.53391 7.20035 -2.22768
H -1.97255 7.40583 -3.94522
H -3.31916 -1.24870 -2.07769
H -2.42938 -3.20269 -0.84273
H 0.39810 -5.43032 1.43487
H 1.83401 -5.19877 0.43441
H 2.87740 -5.87240 2.43930
H 1.59392 -5.19007 3.46055
*
```

The HOMO-LUMO gap is 9.12 eV. For the HOMO energy, the calculation gives -8.54 eV. As for the SMILES: COCCC(=O)N1CCC(Oc2ccc(C(=O)N3CCCC[C@H]3COC)cc2)CC1. The energy comes out at -1382.5328 hartree.

Results of the Mulliken charge analysis, in e, for atoms 1 through 4: -0.74, -0.11, -0.63, -0.83

Entry 2:
# C23H34N4O2

One molecule with the formula C23H34N4O2 (ωB97M-V/def2-TZVPD, OMol25).

```
! RIJCOSX wB97M-V def2-TZVPD def2/J DEFGRID3
* xyz 0 1
C -4.81571 -4.38594 0.46222
C -5.97536 -3.38696 0.46762
C -7.20730 -3.99474 -0.20588
C -5.57396 -2.14132 -0.25585
C -5.48933 -0.93333 0.28620
C -5.12921 0.24901 -0.53572
O -5.47493 0.34059 -1.70277
N -4.44994 1.24850 0.09013
C -4.08615 2.42778 -0.66920
C -2.60326 2.39884 -1.03792
C -1.75852 2.28769 0.23606
N -0.33998 2.38552 -0.05914
C 0.25050 1.23862 -0.72061
C 1.59894 1.64548 -1.30987
C 2.54810 2.09399 -0.19355
C 2.95877 0.91847 0.69180
O 2.70196 0.82250 1.87533
N 3.64106 -0.03942 0.02569
C 4.23684 -1.16457 0.70081
C 5.60312 -1.46506 0.14765
C 6.45856 -2.35664 0.78946
C 7.69626 -2.60991 0.22644
C 8.03970 -1.96958 -0.95587
C 7.11785 -1.10324 -1.51773
N 5.93310 -0.85723 -0.98423
C 1.86353 3.19652 0.61584
C 0.47514 2.76398 1.08274
C -2.19721 1.03021 1.00756
C -3.69579 1.10763 1.31299
H -4.54625 -4.64657 -0.55896
H -5.09784 -5.29546 0.98788
H -3.94229 -3.95982 0.95133
H -6.22379 -3.13795 1.50525
H -8.02953 -3.28314 -0.20446
H -6.98289 -4.25833 -1.23695
H -7.52246 -4.89276 0.32102
H -5.32881 -2.25920 -1.30346
H -5.74554 -0.77034 1.32376
H -4.30681 3.31175 -0.06045
H -4.70495 2.44289 -1.56776
H -2.42847 1.54290 -1.69030
H -2.33248 3.30470 -1.57967
H -1.99294 3.16151 0.85899
H 0.40599 0.39524 -0.02462
H -0.40807 0.90759 -1.52465
H 2.02003 0.81116 -1.87304
H 1.44022 2.48132 -1.99342
H 3.46831 2.49137 -0.63904
H 4.00457 0.12299 -0.90271
H 3.60375 -2.05694 0.58390
H 4.28690 -0.93457 1.77081
H 6.15435 -2.83301 1.70874
H 8.38474 -3.29383 0.70109
H 8.99553 -2.13856 -1.42575
H 7.32886 -0.57596 -2.43914
H 2.46821 3.44272 1.48945
H 1.76777 4.08516 -0.01033
H 0.58771 1.93958 1.80242
H -0.00580 3.60337 1.59146
H -2.00560 0.14082 0.40416
H -1.63809 0.94433 1.94049
H -4.00643 0.21221 1.84930
H -3.89576 1.98202 1.94498
*
```

The HOMO-LUMO gap is 8.93 eV. For the HOMO energy, the calculation gives -8.19 eV. As for the SMILES: CC(C)/C=C/C(=O)N1CCC(N2CCC(C(=O)NCc3ccccn3)CC2)CC1. The energy comes out at -1266.3566 hartree.

Results of the Mulliken charge analysis, in e, for atoms 1 through 4: -1.49, 0.71, -1.52, -0.38

Entry 3:
# C23H34N4O4S

One molecule with the formula C23H34N4O4S at a distorted geometry (ωB97M-V/def2-TZVPD, OMol25).

```
! RIJCOSX wB97M-V def2-TZVPD def2/J DEFGRID3
* xyz 0 1
C -1.22966 3.53494 -4.84152
C 0.26292 3.68648 -4.52350
N 0.86609 2.64511 -3.71891
C 0.36281 2.54779 -2.36272
C 1.30344 1.64163 -1.56049
N 1.43336 0.30737 -2.12411
C 0.28249 -0.54672 -1.86938
C 0.64825 -2.03283 -1.98518
N 1.69807 -2.38401 -1.06298
C 1.43674 -2.82984 0.17552
O 0.34182 -3.20595 0.54529
C 2.64240 -2.93894 1.09869
S 4.07909 -1.90795 0.68677
C 3.37057 -0.19910 0.67863
C 2.36249 -0.01060 1.73717
N 1.04177 -0.28137 1.49777
C 0.42506 -0.05407 2.62090
C -0.97929 -0.27405 2.87180
C -1.62314 0.26134 3.97672
C -2.96585 -0.00947 4.18816
C -3.67391 -0.82208 3.31621
O -4.98598 -1.15267 3.44629
C -5.69308 -0.66999 4.56064
C -3.01282 -1.38092 2.19411
O -3.76321 -2.18884 1.40386
C -3.13164 -2.79121 0.29553
C -1.68168 -1.09051 1.97971
O 1.25681 0.36987 3.59821
C 2.49616 0.38413 3.03982
C 3.66322 0.79521 3.85699
C 1.81818 0.42175 -3.52146
C 0.89435 1.33526 -4.33753
H -1.56069 4.38085 -5.43817
H -1.81899 3.50813 -3.92802
H -1.41554 2.62446 -5.40646
H 0.82533 3.73122 -5.46140
H 0.42086 4.63039 -3.99281
H 0.35388 3.54605 -1.91959
H -0.66273 2.14050 -2.31973
H 0.95875 1.55744 -0.52799
H 2.29985 2.09498 -1.56692
H -0.57076 -0.34581 -2.53487
H -0.02739 -0.36455 -0.83723
H -0.22659 -2.63501 -1.72833
H 0.97113 -2.28711 -2.99742
H 2.61739 -2.01435 -1.25736
H 2.32345 -2.72576 2.11947
H 3.02013 -3.96278 1.06634
H 2.91736 -0.02954 -0.29735
H 4.23336 0.44916 0.81897
H -1.08229 0.88797 4.66868
H -3.45268 0.41849 5.04998
H -6.69969 -1.07451 4.46677
H -5.25092 -1.01648 5.50075
H -5.74297 0.42426 4.56508
H -2.24531 -3.35934 0.59056
H -2.84388 -2.04106 -0.44894
H -3.87458 -3.46151 -0.13388
H -1.13457 -1.52299 1.16032
H 4.58245 0.51727 3.34956
H 3.65755 1.87349 4.01954
H 3.62667 0.30720 4.82928
H 1.85084 -0.57009 -3.97434
H 2.82677 0.84546 -3.54172
H 1.28808 1.43426 -5.35176
H -0.11008 0.87955 -4.40202
*
```

The HOMO-LUMO gap is 8.29 eV. For the HOMO energy, the calculation gives -7.60 eV. As for the SMILES: CCN1CCN(CCNC(=O)CSCc2nc(-c3ccc(OC)c(OC)c3)oc2C)CC1. The energy comes out at -1814.9916 hartree.

Results of the Mulliken charge analysis, in e, for atoms 1 through 4: -1.06, -0.72, -0.02, -0.80